{"formula": "C57H139N9O17", "method": "ωB97M-V with the def2-TZVPD basis set", "species": ["C", "C", "C", "C", "C", "C", "N", "O", "C", "C", "C", "H", "H", "H", "H", "H", "H", "H", "H", "H", "H", "H", "H", "H", "H", "H", "H", "H", "H", "H", "C", "O", "C", "C", "N", "C", "C", "O", "C", "H", "H", "H", "H", "H", "H", "H", "H", "H", "H", "H", "H", "H", "H", "H", "C", "O", "C", "C", "N", "C", "C", "O", "C", "H", "H", "H", "H", "H", "H", "H", "H", "H", "H", "H", "H", "H", "H", "H", "C", "O", "C", "C", "N", "C", "C", "O", "C", "H", "H", "H", "H", "H", "H", "H", "H", "H", "H", "H", "H", "H", "H", "H", "C", "O", "C", "C", "N", "C", "C", "O", "C", "H", "H", "H", "H", "H", "H", "H", "H", "H", "H", "H", "H", "H", "H", "H", "C", "O", "C", "C", "N", "C", "C", "O", "C", "H", "H", "H", "H", "H", "H", "H", "H", "H", "H", "H", "H", "H", "H", "H", "C", "O", "C", "C", "N", "C", "C", "O", "C", "H", "H", "H", "H", "H", "H", "H", "H", "H", "H", "H", "H", "H", "H", "H", "C", "O", "C", "C", "N", "C", "C", "O", "C", "H", "H", "H", "H", "H", "H", "H", "H", "H", "H", "H", "H", "H", "H", "H", "C", "O", "C", "C", "N", "C", "C", "O", "C", "H", "H", "H", "H", "H", "H", "H", "H", "H", "H", "H", "H", "H", "H", "H"], "positions_angstrom": [[-0.4186, -5.6446, 4.3159], [0.2481, -5.4491, 2.8993], [0.0837, -6.8853, 2.3032], [0.1833, -6.9061, 0.7416], [-0.7073, -5.7765, 0.0984], [-0.5527, -4.3579, 0.7698], [-0.5507, -4.4240, 2.2405], [-0.4982, -3.2066, 2.8113], [0.8416, -3.7405, 0.2934], [-1.6458, -3.4936, 0.1634], [1.8532, -5.0893, 3.0786], [-0.1002, -6.5354, 4.8574], [-1.4917, -5.7181, 4.1394], [-0.2364, -4.7366, 4.8908], [0.8092, -7.4821, 2.8558], [-0.8700, -7.3441, 2.5641], [-0.1115, -7.8668, 0.3195], [1.2391, -6.7152, 0.5495], [-1.7462, -6.0703, -0.0516], [-0.4878, -5.6846, -0.9653], [1.0400, -2.7942, 0.7966], [1.8018, -4.2563, 0.3068], [0.7037, -3.3933, -0.7306], [-1.9251, -3.8633, -0.8232], [-2.5470, -3.5453, 0.7743], [-1.4535, -2.4214, 0.2024], [2.1430, -4.6266, 2.1352], [2.4640, -5.9492, 3.3534], [2.0851, -4.2628, 3.7504], [-1.3574, -3.1623, 3.2372], [6.5657, 5.4538, 4.8846], [6.6762, 4.2980, 4.0178], [5.4061, 3.5869, 3.6910], [4.8121, 2.7724, 4.9822], [4.2157, 3.7246, 5.9680], [2.8186, 4.0740, 5.6545], [1.7991, 3.0840, 6.3757], [0.4768, 3.5590, 6.0844], [-0.6648, 3.1205, 6.7575], [7.5652, 5.8852, 4.8314], [6.4595, 5.0682, 5.8986], [5.7718, 6.1476, 4.6081], [5.5310, 2.8535, 2.8945], [4.5916, 4.2653, 3.4371], [5.7612, 2.4569, 5.4156], [4.2203, 1.9584, 4.5637], [4.6966, 4.6026, 6.1022], [2.6901, 4.1029, 4.5724], [2.5732, 5.1101, 5.8878], [2.1131, 3.1913, 7.4140], [1.8093, 2.0052, 6.2202], [-0.4962, 2.0463, 6.8324], [-1.5886, 3.1446, 6.1794], [-0.6381, 3.6219, 7.7249], [5.2488, -14.0457, 2.8776], [4.6996, -13.6280, 4.0889], [4.0237, -12.3538, 4.0212], [4.9733, -11.1142, 3.7400], [4.3016, -9.7594, 3.5879], [5.3033, -8.7993, 3.1235], [4.6365, -7.5980, 2.4250], [5.2820, -7.2881, 1.2598], [4.9518, -5.9318, 0.8175], [4.5928, -13.5682, 2.1497], [5.3609, -15.1294, 2.8448], [6.2793, -13.6968, 2.8110], [3.8403, -12.1969, 5.0842], [3.0755, -12.5466, 3.5194], [5.4685, -11.3584, 2.8002], [5.7491, -10.9643, 4.4908], [3.4085, -9.7327, 3.1169], [6.0043, -9.3047, 2.4592], [5.7940, -8.3968, 4.0097], [4.6780, -6.8109, 3.1779], [3.5716, -7.5806, 2.1931], [3.9365, -5.5820, 1.0043], [5.0016, -5.8362, -0.2672], [5.4587, -5.1763, 1.4179], [-3.1636, 6.0349, -2.5585], [-1.9983, 6.5655, -1.8855], [-0.9521, 5.6257, -1.8972], [0.1758, 5.8779, -0.8808], [0.9978, 7.1114, -1.1332], [1.8407, 7.0941, -2.3423], [2.5670, 8.4665, -2.7511], [3.0805, 8.2339, -4.0794], [3.5596, 9.4839, -4.5486], [-3.7243, 6.9229, -2.8504], [-3.9292, 5.7337, -1.8435], [-3.0689, 5.3171, -3.3733], [-0.5520, 5.6082, -2.9110], [-1.3758, 4.6458, -1.6770], [0.6550, 4.9243, -0.6589], [-0.3306, 6.0695, 0.0652], [0.4452, 7.9548, -1.0738], [1.3424, 6.6280, -3.1923], [2.6475, 6.3867, -2.1504], [3.3005, 8.7792, -2.0079], [1.7917, 9.2302, -2.8121], [2.7543, 10.2066, -4.6800], [4.0457, 9.2588, -5.4978], [4.3212, 9.8550, -3.8627], [-2.3103, 2.0545, 1.2079], [-1.2670, 1.5631, 0.3904], [0.0726, 1.9472, 0.6493], [0.6438, 1.3118, 1.9512], [1.0266, -0.0848, 1.8083], [1.6107, -0.8018, 2.9212], [3.0311, -0.3142, 3.1885], [3.8437, -1.4629, 3.5193], [4.4618, -2.0438, 2.2848], [-2.9631, 1.2130, 1.4401], [-2.8768, 2.8984, 0.8141], [-1.9672, 2.2185, 2.2294], [0.0002, 3.0345, 0.6749], [0.7354, 1.6927, -0.1777], [-0.0093, 1.3881, 2.8205], [1.4079, 2.0687, 2.1277], [0.1326, -0.4852, 1.5624], [1.6944, -1.8477, 2.6261], [0.9804, -0.7801, 3.8102], [2.9682, 0.3772, 4.0288], [3.4322, 0.2655, 2.3571], [5.2512, -2.7639, 2.5000], [4.9205, -1.1634, 1.8348], [3.7454, -2.5116, 1.6095], [-7.3400, 10.0133, -2.4500], [-7.7742, 8.8047, -3.0213], [-7.4709, 7.6137, -2.2494], [-7.3198, 6.2966, -2.9726], [-6.9931, 5.2196, -2.1189], [-8.0229, 4.4508, -1.4309], [-7.3393, 3.2723, -0.6589], [-6.8066, 3.7314, 0.5435], [-6.2219, 2.7188, 1.3166], [-7.6215, 10.1807, -1.4104], [-7.8723, 10.8145, -2.9626], [-6.3258, 10.3776, -2.6138], [-8.2541, 7.5765, -1.4923], [-6.5930, 7.8648, -1.6541], [-6.4482, 6.3104, -3.6270], [-8.1341, 6.0576, -3.6566], [-6.1860, 5.3113, -1.5187], [-8.6063, 4.1049, -2.2842], [-8.3984, 5.1747, -0.7078], [-6.5632, 2.7678, -1.2345], [-8.1067, 2.5274, -0.4481], [-5.5846, 3.2126, 2.0501], [-5.6844, 1.9402, 0.7752], [-7.0990, 2.3848, 1.8708], [0.4333, 1.2986, -10.1527], [-0.2545, 0.2392, -9.5736], [-1.6261, 0.3404, -9.2571], [-2.0806, -0.6704, -8.2382], [-1.8194, -0.4531, -6.8144], [-0.4148, -0.1030, -6.5384], [-0.2873, -0.0883, -4.9048], [-1.1534, 0.7381, -4.2644], [-0.8026, 1.0187, -2.9277], [-0.1045, 1.7818, -10.9684], [1.3678, 0.9300, -10.5757], [0.5416, 2.0691, -9.3893], [-2.2585, 0.2641, -10.1415], [-1.7339, 1.3037, -8.7586], [-1.6270, -1.6244, -8.5069], [-3.1272, -0.8438, -8.4887], [-1.7485, -1.4506, -6.6724], [-0.2766, 0.9144, -6.9044], [0.3735, -0.7131, -6.9793], [0.7076, 0.3354, -4.7678], [-0.0961, -1.1007, -4.5490], [-1.5811, 1.6114, -2.4473], [0.1780, 1.4489, -2.7241], [-0.5997, 0.0541, -2.4625], [-8.2264, -6.4727, 0.5569], [-7.0489, -6.3275, 1.2715], [-6.7061, -5.0393, 1.5981], [-5.3857, -5.1594, 2.4017], [-4.7488, -3.8824, 2.3000], [-5.2290, -2.9823, 3.3165], [-4.5013, -1.5836, 3.3864], [-3.5102, -1.7371, 4.4030], [-3.0416, -0.4615, 4.8531], [-8.4933, -5.5472, 0.0467], [-9.0292, -6.6760, 1.2656], [-8.0273, -7.2425, -0.1887], [-7.4688, -4.4616, 2.1203], [-6.4235, -4.5173, 0.6839], [-4.6005, -5.6546, 1.8305], [-5.4535, -5.6932, 3.3497], [-3.7412, -3.8316, 2.2512], [-5.2260, -3.3959, 4.3250], [-6.3165, -2.9085, 3.3118], [-5.2067, -0.7603, 3.4992], [-3.8962, -1.4305, 2.4928], [-2.4143, -0.1381, 4.0224], [-2.5245, -0.3864, 5.8097], [-3.6518, 0.4303, 4.9958], [5.6957, 0.5999, -0.8751], [4.8314, 0.7762, -2.0347], [4.1000, 2.0076, -2.1079], [3.3661, 2.1285, -3.4329], [2.8322, 3.5241, -3.7105], [1.7123, 3.4806, -4.6505], [1.9710, 3.0284, -6.1267], [2.8701, 3.9783, -6.8148], [2.9817, 3.6127, -8.2189], [5.1213, 0.6544, 0.0496], [6.4647, 1.3687, -0.7994], [6.0710, -0.4204, -0.7964], [4.9293, 2.7093, -2.0182], [3.5134, 1.9785, -1.1897], [2.5121, 1.4562, -3.5153], [3.8436, 1.6426, -4.2837], [3.4955, 3.9482, -4.3431], [1.4082, 4.5272, -4.6697], [0.8482, 2.9691, -4.2265], [0.9913, 3.1356, -6.5924], [2.3456, 2.0062, -6.1792], [3.9220, 4.0910, -8.4930], [2.1077, 3.9692, -8.7640], [3.0971, 2.5370, -8.3524]], "atomic_forces_ev_per_a": [[0.34, 1.05, -0.69], [0.88, -0.83, 2.26], [-0.43, 0.85, -1.39], [-0.23, 1.02, 0.85], [0.76, -0.29, 0.72], [2.57, -0.65, -0.94], [-1.16, -3.61, -2.25], [0.27, 1.77, 0.89], [-0.78, 0.97, -0.78], [-0.73, 0.37, 1.19], [-1.87, 0.52, -0.85], [0.31, 0.11, -0.08], [-0.07, -0.07, 0.07], [0.00, -0.18, 0.35], [0.33, -0.18, -0.51], [-0.33, 0.46, 0.21], [0.19, -0.07, 0.08], [0.05, -0.01, -0.60], [-0.39, -0.13, 1.12], [0.82, 0.33, -0.04], [-0.23, 0.03, 0.44], [-0.46, -0.75, 0.13], [0.02, -0.22, -0.33], [0.24, 0.38, -0.09], [-0.16, -0.44, -0.04], [0.44, -0.02, -0.48], [0.40, -0.67, -0.10], [-0.19, 0.01, -0.17], [-0.57, -0.16, 0.58], [-0.16, 0.65, 0.41], [0.73, -1.74, -0.40], [-1.95, -0.52, -0.78], [-0.39, -0.15, 2.50], [2.62, 3.22, -1.04], [-1.69, -0.87, -0.29], [-0.48, -1.52, -0.44], [-0.52, 1.54, 0.11], [1.10, 1.57, -1.68], [1.58, -1.62, 0.50], [-0.24, 0.41, -0.09], [-0.17, 0.42, 0.24], [0.01, 0.00, -0.09], [0.70, 0.38, -0.11], [0.31, 0.48, -0.42], [-0.29, -0.84, 0.23], [-0.41, 0.21, 0.84], [0.45, -0.61, -0.34], [-0.36, -0.50, -0.33], [0.00, -0.16, 0.80], [-0.48, 0.16, 0.54], [0.59, -0.12, -0.79], [-0.40, -0.48, 0.91], [0.19, 0.99, -0.13], [-0.88, -0.22, 0.24], [0.33, 0.62, 0.12], [-0.07, 0.51, 0.91], [1.49, 0.23, 2.60], [-1.83, 0.25, -1.78], [0.79, -1.63, 0.93], [-1.78, -0.03, -0.21], [-0.33, 0.21, 1.45], [0.58, 2.15, -1.88], [-0.47, -0.49, 0.43], [0.43, -0.71, -1.04], [-0.73, -0.05, -0.11], [0.12, 0.41, -0.45], [-0.87, -0.11, 0.01], [0.13, 0.87, -0.62], [0.42, 0.16, -0.26], [-0.22, -0.53, 0.26], [0.34, -0.27, -0.39], [0.26, 0.30, -0.20], [0.50, -0.22, -0.13], [0.35, 0.71, -0.06], [-0.52, -1.17, 0.26], [-0.74, -0.98, 0.31], [0.91, -0.15, 0.18], [0.96, -0.12, -0.38], [-0.93, 2.01, 1.15], [-0.63, -0.46, -0.42], [0.64, -0.62, -0.02], [-1.38, 1.92, -0.04], [0.67, -0.89, -0.18], [1.06, 0.15, 0.49], [-2.21, -2.44, -0.37], [-0.11, 0.97, 1.43], [0.53, -0.99, -0.45], [0.40, 0.25, -1.05], [0.51, -1.19, 0.53], [0.57, 0.12, 0.14], [0.23, -0.28, -0.24], [0.07, -0.35, 0.03], [0.96, 0.33, -0.62], [-0.12, 0.19, 0.16], [-0.37, -0.26, -0.06], [-0.25, 0.61, -0.47], [0.20, -0.09, 0.13], [0.35, -0.17, -0.17], [-0.08, 0.35, 0.02], [-0.06, 0.11, 0.02], [-0.08, 0.30, -0.11], [0.03, 0.34, 0.06], [0.56, -0.95, 1.12], [-0.20, -1.01, -1.34], [-1.28, -0.09, 1.31], [0.13, 1.31, -0.12], [-0.32, 0.50, -1.44], [0.13, 0.30, -0.73], [-0.47, -0.85, 0.62], [0.86, -0.37, -1.31], [-0.51, 1.62, 1.35], [-0.51, -0.10, -0.69], [0.25, 0.08, -0.17], [0.32, 0.86, 0.07], [0.76, 0.30, 0.60], [-0.31, -0.36, -0.20], [-0.54, 0.50, -0.01], [1.03, -0.65, 0.50], [0.00, -0.74, -0.14], [-0.15, 0.01, 0.01], [0.04, 0.10, 0.40], [0.54, -0.27, 0.37], [0.06, -0.22, -0.34], [-0.23, 0.07, 0.62], [0.13, -0.28, -0.61], [-0.29, 0.16, 0.07], [-0.92, 1.23, -0.41], [0.60, -0.73, -0.39], [-0.45, 1.87, 1.02], [1.20, 0.53, -1.01], [0.71, -1.69, 0.61], [2.26, 0.23, 0.01], [-1.26, 0.38, -0.50], [0.73, 1.39, -1.00], [-0.99, 0.62, 1.15], [0.13, -0.57, 0.34], [-0.49, -0.12, -0.24], [0.68, -1.06, 0.11], [-0.36, -0.47, 0.11], [0.54, -0.45, -0.15], [0.04, 0.79, -0.43], [-0.39, -0.02, 0.35], [0.08, 0.52, -0.23], [-0.97, -0.19, 0.78], [-1.44, -0.74, 0.23], [0.06, 0.15, -0.46], [-0.29, -0.30, 0.05], [0.29, -0.16, -0.14], [-0.10, 0.03, -0.14], [0.34, -1.25, 0.35], [-0.81, 0.66, 0.07], [0.28, -2.12, -0.08], [0.55, 1.34, 0.72], [0.35, -0.51, -1.69], [0.74, -1.22, -0.98], [-1.24, 1.47, 2.68], [2.79, 0.28, -3.08], [-1.32, 0.89, -0.02], [0.34, -1.21, 0.47], [-0.32, -0.09, -0.30], [0.07, 0.05, 0.42], [0.63, 0.28, 0.02], [0.06, 0.18, -0.21], [-0.58, 0.57, -0.26], [0.32, -0.25, -0.50], [-0.36, 0.26, 0.73], [-0.76, -0.29, 1.72], [0.25, 0.12, 0.17], [-0.09, -0.41, 0.00], [0.71, 0.19, 0.00], [-1.08, -0.48, 0.44], [0.06, -0.35, -0.07], [0.27, 0.91, -0.85], [-0.85, -0.27, 0.72], [-0.19, 0.32, -0.11], [0.04, -1.27, 0.35], [1.97, 0.01, 0.27], [1.09, 0.20, -2.16], [-0.43, 2.11, 1.53], [-0.31, 1.62, 0.86], [0.15, -2.28, -0.40], [-1.06, 1.23, 1.93], [1.16, 0.72, -1.07], [0.00, 0.14, -0.28], [-0.37, -0.47, -0.28], [-0.59, -0.20, 0.11], [-0.28, -0.15, 0.20], [-0.16, 0.42, -0.06], [-0.86, -1.51, -0.43], [-0.22, 0.47, 0.49], [-0.03, -0.67, 0.25], [1.11, -0.30, 0.49], [-0.26, 0.61, -1.16], [0.21, 0.07, 0.43], [-0.49, 0.21, -0.67], [0.80, 0.42, 0.25], [0.48, -1.31, -0.09], [-1.65, -0.56, -0.44], [-1.66, 0.46, -0.26], [0.89, -1.65, 0.06], [1.82, -0.89, 0.62], [-1.50, 0.12, -0.46], [0.82, -1.99, -0.61], [-0.20, 0.71, -0.34], [0.06, 1.78, 0.74], [-0.88, -1.89, 0.17], [0.53, 0.56, 1.64], [-0.46, 0.44, 0.16], [0.26, -0.08, -0.32], [0.28, 0.13, -0.90], [-0.57, 1.11, -0.06], [-0.69, 0.81, -0.25], [-0.62, 0.04, 1.09], [1.39, 0.62, 0.01], [0.92, 0.53, 0.55], [-0.26, 0.14, -0.48], [0.11, -0.43, -0.13], [-0.13, -0.44, -0.29], [0.10, -0.06, -0.23], [-0.29, 0.08, -0.59], [0.10, 0.08, -0.19], [-0.09, -0.14, 0.07]], "multiplicity": 2, "s2": 0.751, "homo_energy_ev": [0.540, -6.542], "charge": -1, "fmax_ev_per_a": 4.41}